22
Properties=species:S:1:pos:R:3:lowdin_charge:R:1 method="wB97M-V/def2-TZVPD" e_lumo_ha=0.01828 smiles="C=C(C)C(=C)C.O.O" charge=0 orbital_gap_ev=8.870 relative_energy_kj_mol=352.9
C -3.0664 0.3787 0.3894 0.050
C -2.0676 -0.5415 0.4865 -0.280
C -2.3368 -1.9859 0.9180 -0.063
C -0.5996 -0.0887 0.4051 -0.322
C -0.2951 1.1000 1.0006 0.045
C 0.3578 -1.2169 0.1174 -0.091
H -2.8762 1.3893 0.4375 0.018
H -4.0224 0.1772 0.2208 0.013
H -1.5286 -2.6906 0.6650 0.054
H -3.2172 -2.3684 0.4287 0.066
H -2.5586 -2.0024 2.0417 0.113
H 0.6615 1.3296 1.5449 0.080
H -1.2437 1.7688 1.0527 0.075
H 0.0980 -1.8288 -0.7418 0.078
H 0.4206 -1.9998 0.9592 0.105
H 1.2869 -0.6886 0.0376 0.059
O 6.5485 -2.3929 -0.7636 -0.108
H 6.0222 -1.7193 -0.1588 0.098
H 6.1446 -2.1126 -1.5846 0.009
O 0.9430 5.4755 -2.3654 -0.053
H 0.0305 5.3705 -2.3068 -0.013
H 1.2986 4.6468 -2.7842 0.066



44
Properties=species:S:1:pos:R:3:lowdin_charge:R:1 method="wB97M-V/def2-TZVPD" e_lumo_ha=0.02827 smiles="COc1ccc(O[C@H](C)C(=O)N2CCc3ccccc3C2)cc1" charge=0 orbital_gap_ev=8.614 relative_energy_kj_mol=130.0
C 1.4159 -4.1753 1.4678 -0.094
O 2.2692 -3.3866 0.6771 -0.090
C 2.0273 -2.0438 0.6084 -0.288
C 2.8637 -1.3142 -0.2377 -0.006
C 2.6778 0.0371 -0.4063 -0.014
C 1.6491 0.7041 0.2622 -0.279
O 1.4921 2.0209 -0.0815 -0.045
C 0.7095 2.8968 0.7137 -0.266
C 1.3928 3.1903 2.0487 -0.015
C -0.7526 2.4779 0.9540 -0.437
O -1.2460 2.5970 2.0644 0.055
N -1.4925 2.0508 -0.0893 -0.027
C -2.8282 1.5585 0.2173 -0.118
C -3.2723 0.4360 -0.7300 -0.106
C -2.1083 -0.3742 -1.2163 -0.182
C -2.0995 -1.7580 -1.2645 -0.033
C -1.0023 -2.4246 -1.7841 -0.083
C 0.0796 -1.7123 -2.2714 -0.078
C 0.0830 -0.3290 -2.2133 -0.034
C -1.0018 0.3384 -1.6735 -0.155
C -1.0515 1.8259 -1.4536 -0.067
C 0.8502 -0.0102 1.1400 0.002
C 1.0344 -1.3744 1.3072 -0.002
H 1.7603 -5.2008 1.3420 0.092
H 1.4787 -3.9021 2.5265 0.095
H 0.3756 -4.0977 1.1344 0.091
H 3.6506 -1.8354 -0.7592 0.121
H 3.3125 0.6032 -1.0700 0.123
H 0.6803 3.8216 0.1184 0.163
H 0.8039 3.9088 2.6098 0.085
H 1.4785 2.2792 2.6353 0.084
H 2.3873 3.5901 1.8676 0.087
H -3.5401 2.3915 0.1757 0.131
H -2.8041 1.2005 1.2505 0.124
H -4.0042 -0.1940 -0.2241 0.118
H -3.7636 0.8755 -1.6045 0.122
H -2.9514 -2.3137 -0.8990 0.109
H -0.9949 -3.5043 -1.8154 0.102
H 0.9287 -2.2344 -2.6851 0.108
H 0.9291 0.2299 -2.5825 0.118
H -1.7865 2.2918 -2.1246 0.140
H -0.0810 2.2844 -1.6279 0.125
H 0.0687 0.4714 1.7040 0.113
H 0.3820 -1.8966 1.9888 0.108



24
Properties=species:S:1:pos:R:3:lowdin_charge:R:1 method="wB97M-V/def2-TZVPD" e_lumo_ha=-0.14442 charge=+1 orbital_gap_ev=9.266 relative_energy_kj_mol=72.5
C 0.1974 0.1619 3.2430 -0.046
C 0.9556 0.9593 2.3751 -0.021
C -0.5713 -0.9265 2.7177 -0.052
C 0.7885 0.8498 0.9640 0.004
C -0.5739 -1.0925 1.3668 -0.065
C -0.0230 -0.1219 0.4525 -0.215
C 0.2016 -1.3311 -1.5682 -0.062
C -0.9426 0.8047 -1.6566 -0.167
C -0.1989 2.1346 -1.8813 -0.371
N -0.2235 -0.2796 -0.9574 -0.039
N 0.7298 -2.3308 -0.8639 0.209
O 0.2830 1.2101 -4.1069 -0.551
S 0.4794 2.4362 -3.3479 0.996
H 0.0892 0.1680 4.2930 0.097
H 1.6941 1.6250 2.9329 0.142
H -1.1291 -1.7224 3.3646 0.158
H 1.2534 1.4801 0.3282 0.075
H -1.1645 -1.8316 0.8727 0.112
H -1.8886 0.8424 -0.9852 0.173
H -1.3816 0.6765 -2.6469 0.112
H 0.0271 -1.2129 -2.6655 0.189
H -0.2936 2.9918 -1.1529 0.093
H 0.7587 -2.2869 0.1583 0.120
H 0.9328 -3.2042 -1.2363 0.110



What did the third record say?
24
Properties=species:S:1:pos:R:3:lowdin_charge:R:1 method="wB97M-V/def2-TZVPD" e_lumo_ha=-0.14442 charge=+1 orbital_gap_ev=9.266 relative_energy_kj_mol=72.5
C 0.1974 0.1619 3.2430 -0.046
C 0.9556 0.9593 2.3751 -0.021
C -0.5713 -0.9265 2.7177 -0.052
C 0.7885 0.8498 0.9640 0.004
C -0.5739 -1.0925 1.3668 -0.065
C -0.0230 -0.1219 0.4525 -0.215
C 0.2016 -1.3311 -1.5682 -0.062
C -0.9426 0.8047 -1.6566 -0.167
C -0.1989 2.1346 -1.8813 -0.371
N -0.2235 -0.2796 -0.9574 -0.039
N 0.7298 -2.3308 -0.8639 0.209
O 0.2830 1.2101 -4.1069 -0.551
S 0.4794 2.4362 -3.3479 0.996
H 0.0892 0.1680 4.2930 0.097
H 1.6941 1.6250 2.9329 0.142
H -1.1291 -1.7224 3.3646 0.158
H 1.2534 1.4801 0.3282 0.075
H -1.1645 -1.8316 0.8727 0.112
H -1.8886 0.8424 -0.9852 0.173
H -1.3816 0.6765 -2.6469 0.112
H 0.0271 -1.2129 -2.6655 0.189
H -0.2936 2.9918 -1.1529 0.093
H 0.7587 -2.2869 0.1583 0.120
H 0.9328 -3.2042 -1.2363 0.110